75
Properties=species:S:1:pos:R:3:forces:R:3 method="wB97M-V/def2-TZVPD" total_charge=+2 e_homo_ev="-12.66 / -13.82" e_lumo_ha="-0.1734 / -0.2677" total_energy_ha=-2220.0170 spin_multiplicity=6 e_above_lowest_kcal_mol=40.8
Ru 0.162 -0.199 0.007 -0.1 0.6 0.3
O 0.224 -2.398 1.219 0.1 -0.1 0.0
C 0.046 -2.151 2.622 0.0 0.0 0.0
C 0.856 -0.971 3.092 0.0 0.0 0.0
C 1.466 -0.967 4.334 0.0 0.0 0.0
C 2.132 0.175 4.754 0.0 0.0 0.0
C 2.169 1.274 3.912 0.0 0.0 0.0
C 1.553 1.182 2.678 0.0 0.1 0.0
N 0.906 0.086 2.269 0.0 -0.2 0.0
H 0.937 -3.038 1.118 0.1 0.0 0.0
H 0.281 -3.044 3.198 0.0 0.0 0.0
H -1.012 -1.936 2.760 0.0 0.0 0.0
H 1.418 -1.846 4.963 0.0 0.0 0.0
H 2.615 0.200 5.721 0.0 0.0 0.0
H 2.670 2.188 4.197 0.0 0.0 0.0
H 1.578 2.015 1.986 0.0 -0.1 0.1
C 2.550 1.329 -4.602 0.0 0.0 0.0
O 1.609 1.740 -3.586 0.0 0.0 -0.1
C 1.028 0.859 -2.808 0.0 0.1 0.1
O 0.251 1.242 -1.929 0.2 -0.1 0.1
N 1.319 -0.451 -2.981 0.0 0.0 0.0
N 0.684 -1.363 -2.121 -0.1 -0.1 -0.1
H 2.906 2.249 -5.050 0.0 0.0 0.0
H 2.049 0.731 -5.364 0.0 0.0 0.0
H 3.384 0.793 -4.149 0.0 0.0 0.0
H 1.791 -0.801 -3.799 0.0 0.0 0.0
H 1.315 -2.143 -1.964 0.0 0.1 0.0
H -0.166 -1.710 -2.560 0.0 -0.1 0.0
N 2.207 2.755 -0.152 -0.1 0.0 -0.2
C 2.989 1.645 -0.264 0.0 -0.1 0.1
N 2.513 0.426 -0.234 0.1 -0.1 -0.2
C 3.557 -0.501 -0.315 0.0 0.1 0.0
C 3.422 -1.886 -0.331 0.1 0.0 0.0
C 4.555 -2.677 -0.408 0.0 0.0 0.0
C 5.826 -2.104 -0.468 0.0 0.0 0.0
C 5.980 -0.729 -0.455 0.0 0.0 0.0
C 4.836 0.055 -0.384 0.0 0.0 0.0
S 4.715 1.794 -0.373 0.0 0.0 0.0
H 1.297 2.684 -0.594 0.0 0.0 0.0
H 2.656 3.648 -0.288 0.0 0.0 0.0
H 2.440 -2.331 -0.272 -0.1 0.0 0.1
H 4.458 -3.754 -0.420 0.0 0.0 0.0
H 6.699 -2.739 -0.526 0.0 0.0 0.0
H 6.963 -0.280 -0.503 0.0 0.0 0.0
C -3.234 -0.830 1.961 0.0 -0.1 -0.1
Si -2.385 -0.239 0.390 -0.1 -0.1 -0.2
C -2.872 2.071 0.594 -0.1 -0.1 0.0
C -4.368 2.045 0.575 0.0 0.1 0.0
C -2.227 2.358 1.916 0.0 0.0 0.0
C -2.222 2.723 -0.584 0.0 0.0 0.0
C -3.408 -0.955 -1.059 0.0 -0.1 0.1
C -3.095 -0.284 -2.399 0.0 0.0 0.0
C -2.881 -2.413 -1.085 0.0 0.0 0.0
C -4.924 -1.043 -0.866 -0.1 0.1 0.1
H -4.307 -0.640 1.949 0.0 0.0 0.0
H -2.817 -0.431 2.885 0.0 0.0 0.0
H -3.120 -1.921 1.987 0.0 0.0 0.0
H -4.806 1.462 1.382 0.0 0.0 0.0
H -4.769 1.723 -0.385 0.0 0.1 0.1
H -4.703 3.084 0.717 0.0 0.0 0.0
H -2.680 1.814 2.743 0.0 0.0 0.0
H -2.370 3.428 2.121 0.0 0.0 0.0
H -1.152 2.176 1.901 0.0 0.0 0.0
H -2.645 2.404 -1.535 0.0 0.0 0.0
H -1.145 2.565 -0.605 -0.1 0.0 0.0
H -2.395 3.804 -0.495 0.0 0.0 0.0
H -2.026 -0.089 -2.535 0.0 0.0 0.0
H -3.611 0.673 -2.497 0.0 0.0 0.0
H -3.439 -0.916 -3.222 0.0 0.0 0.0
H -1.792 -2.486 -1.145 0.1 0.0 0.0
H -3.299 -2.927 -1.955 0.0 0.0 0.0
H -3.183 -2.975 -0.199 0.0 0.0 0.0
H -5.399 -0.065 -0.789 0.0 -0.1 -0.1
H -5.190 -1.615 0.025 0.0 0.0 0.0
H -5.372 -1.553 -1.723 0.0 0.0 0.0

***

77
Properties=species:S:1:pos:R:3:forces:R:3 method="wB97M-V/def2-TZVPD" e_homo_ev=-8.81 e_lumo_ha=0.0155 total_energy_ha=-2075.5132 smiles="CCOCCOC(=O)OCSCC.CC#N.CC#N.CC#N.CC#N.CC#N.CC#N.CC#N.CC#N"
C 5.311 -2.652 1.541 0.0 0.5 -1.0
C 5.155 -1.190 0.841 0.8 -1.4 1.8
O 4.529 -1.384 -0.447 -0.8 0.8 1.4
C 3.140 -0.998 -0.448 -1.2 -0.2 -1.1
C 2.203 -2.101 -1.176 1.1 1.1 -0.7
O 1.439 -2.908 -0.219 -3.0 0.0 -1.3
C 0.226 -3.296 -0.853 0.1 -0.6 -2.3
O 0.169 -3.704 -2.040 0.3 1.3 4.4
O -0.958 -3.175 -0.094 2.5 0.4 -0.8
C -1.293 -1.783 0.170 -1.4 1.0 -0.5
S -2.692 -1.726 1.420 0.4 0.1 -1.1
C -4.204 -1.991 0.313 0.3 0.2 -0.6
C -5.581 -1.630 1.040 -0.4 -0.6 -0.7
H 6.069 -2.646 2.395 -1.3 0.1 -1.0
H 4.268 -3.010 1.865 1.7 0.4 -0.3
H 5.710 -3.339 0.714 -0.6 0.8 1.2
H 6.206 -0.744 0.774 -1.5 -0.5 -0.5
H 4.564 -0.548 1.571 0.6 -0.6 -1.4
H 2.690 -0.805 0.581 0.8 -0.2 -1.2
H 3.029 -0.047 -1.091 0.1 -1.3 1.1
H 2.852 -2.801 -1.802 -1.0 1.1 0.7
H 1.444 -1.519 -1.813 1.3 -1.0 0.7
H -1.748 -1.336 -0.791 0.8 -0.7 1.3
H -0.412 -1.125 0.463 -1.1 -1.2 0.0
H -4.044 -1.273 -0.577 -0.3 -1.3 1.3
H -4.144 -3.089 -0.026 -0.4 1.8 0.4
H -5.550 -0.701 1.696 0.2 -1.3 -0.8
H -6.352 -1.432 0.202 1.2 -0.3 1.3
H -5.985 -2.535 1.618 0.7 1.4 -0.6
C -2.743 -6.311 -1.731 0.2 -0.1 -0.2
C -3.649 -5.972 -0.630 0.0 0.0 0.1
N -4.360 -5.706 0.236 0.3 -0.1 -0.4
H -1.742 -5.906 -1.566 -0.2 0.1 0.2
H -2.642 -7.392 -1.848 -0.2 0.1 0.2
H -3.102 -5.913 -2.683 -0.1 0.0 0.2
C -1.918 2.639 0.590 -0.2 0.2 0.1
C -0.779 1.809 0.190 0.0 0.0 0.0
N 0.115 1.156 -0.125 -0.3 0.2 0.1
H -2.609 2.802 -0.240 0.2 -0.1 0.0
H -2.488 2.176 1.400 0.2 -0.1 -0.1
H -1.595 3.622 0.941 0.1 -0.2 -0.1
C -2.464 6.571 -0.967 0.2 0.1 -0.3
C -3.443 5.804 -0.192 0.0 0.1 0.0
N -4.212 5.202 0.417 0.3 0.2 -0.2
H -2.728 7.629 -1.012 -0.1 -0.2 0.2
H -1.465 6.505 -0.530 -0.2 0.0 0.1
H -2.392 6.209 -1.996 -0.2 -0.2 0.2
C 0.837 -4.985 -4.931 0.3 0.2 0.1
C -0.342 -5.435 -5.676 0.0 0.0 0.0
N -1.268 -5.789 -6.261 0.3 0.2 0.2
H 1.251 -5.784 -4.311 -0.2 0.0 -0.1
H 1.632 -4.649 -5.600 -0.2 -0.1 -0.1
H 0.599 -4.151 -4.267 -0.1 -0.1 -0.1
C 2.573 0.694 4.553 -0.4 0.1 0.1
C 3.848 0.054 4.225 0.0 0.0 0.0
N 4.852 -0.448 3.966 -0.4 0.3 0.2
H 2.323 0.573 5.610 0.2 -0.2 -0.1
H 2.597 1.768 4.345 0.1 -0.4 -0.1
H 1.749 0.269 3.975 0.2 -0.1 0.0
C 5.465 4.339 5.164 0.3 0.1 0.2
C 4.295 3.908 4.395 0.0 0.0 -0.1
N 3.376 3.569 3.791 0.5 0.4 0.2
H 5.858 3.530 5.783 -0.2 -0.1 -0.2
H 6.274 4.670 4.510 -0.2 -0.1 -0.1
H 5.224 5.171 5.830 -0.2 -0.1 -0.1
C -4.587 8.359 3.157 -0.2 0.0 0.2
C -3.493 8.459 2.188 0.0 0.0 0.0
N -2.634 8.538 1.426 -0.3 0.0 0.3
H -4.381 8.944 4.056 0.2 0.0 -0.2
H -5.527 8.725 2.739 0.2 0.0 -0.1
H -4.751 7.326 3.471 0.2 0.0 -0.2
C 0.065 -1.184 -6.721 -0.2 0.0 -0.2
C 1.063 -1.141 -5.648 0.0 0.0 0.0
N 1.846 -1.108 -4.806 -0.3 0.0 -0.3
H 0.535 -1.281 -7.703 0.1 0.0 0.2
H -0.615 -2.031 -6.602 0.2 0.0 0.2
H -0.543 -0.277 -6.740 0.2 0.0 0.2

***

76
Properties=species:S:1:pos:R:3:forces:R:3 method="wB97M-V/def2-TZVPD" e_homo_ev=-9.76 e_lumo_ha=0.0156 total_energy_ha=-1841.2398 e_above_lowest_kcal_mol=115.2 smiles="CCC[C@@H](C)OC(=O)OOCC.O=C1CCCO1.O=C1CCCO1.O=C1CCCO1.O=C1CCCO1"
C -3.266 2.507 1.865 0.0 -0.3 0.8
C -4.748 2.113 2.356 -0.2 0.5 -1.0
C -5.424 0.957 1.428 -0.1 0.8 0.9
C -4.732 -0.434 1.815 -1.1 0.7 2.3
C -5.582 -1.169 2.993 1.2 -0.1 -1.0
O -4.649 -1.399 0.731 3.1 0.3 -0.1
C -3.478 -1.238 -0.042 -1.3 2.6 -3.8
O -3.586 -0.632 -1.142 0.9 -2.7 4.1
O -2.193 -1.750 0.281 -2.8 1.1 -2.1
O -2.026 -1.929 1.619 0.5 -0.3 3.0
C -1.071 -0.971 2.170 2.3 1.7 -0.5
C -0.352 -0.077 1.034 0.0 0.0 -0.2
H -2.601 1.573 1.765 -0.9 1.5 0.3
H -2.821 3.211 2.663 -0.4 -1.1 -1.4
H -3.241 3.026 0.847 -0.3 -0.7 1.4
H -4.790 1.816 3.472 0.3 0.3 -1.8
H -5.382 3.075 2.269 0.8 -1.6 0.2
H -6.547 0.983 1.702 1.7 -0.5 -0.5
H -5.366 1.234 0.324 0.3 -0.5 1.4
H -3.715 -0.189 2.298 -1.3 -0.6 -1.2
H -6.666 -1.309 2.643 1.6 0.2 0.7
H -5.043 -2.178 3.155 -1.1 1.5 -0.2
H -5.483 -0.566 3.954 -0.4 -0.7 -1.3
H -0.226 -1.529 2.724 -1.6 0.5 -0.9
H -1.516 -0.241 2.924 0.0 -1.2 -0.9
H 0.168 -0.726 0.240 -0.9 0.9 1.2
H 0.468 0.586 1.477 -1.3 -1.1 -0.4
H -1.096 0.620 0.502 1.1 -1.1 0.8
O 1.978 1.710 -0.330 -0.7 0.6 0.1
C 1.176 2.400 -0.911 0.7 -0.9 0.1
O 0.111 3.002 -0.314 0.4 -0.2 0.1
C -0.689 3.647 -1.311 -0.5 0.3 -0.1
C 0.238 3.868 -2.484 0.0 0.3 -0.5
C 1.174 2.681 -2.388 -0.1 0.6 0.0
H -1.529 2.992 -1.562 0.0 0.0 0.0
H -1.080 4.587 -0.916 0.0 -0.2 0.2
H -0.286 3.938 -3.439 0.0 0.0 0.1
H 0.804 4.794 -2.340 -0.1 -0.1 0.0
H 0.782 1.810 -2.916 0.2 0.0 0.1
H 2.173 2.928 -2.742 -0.1 -0.4 0.1
O 0.331 0.133 5.144 0.7 0.3 0.0
C 1.500 -0.117 4.992 -0.9 0.0 -0.2
O 2.465 0.829 4.845 -0.5 -0.1 0.2
C 3.719 0.191 4.575 0.6 0.1 -0.2
C 3.571 -1.216 5.105 0.4 -0.5 0.1
C 2.099 -1.493 4.889 0.3 -0.2 0.3
H 3.895 0.212 3.495 -0.1 0.0 0.1
H 4.523 0.734 5.075 -0.2 0.2 0.0
H 4.230 -1.934 4.612 0.0 0.1 0.0
H 3.794 -1.234 6.177 0.0 0.0 -0.1
H 1.902 -1.893 3.891 -0.1 0.0 0.0
H 1.696 -2.155 5.656 -0.3 0.1 -0.2
O 2.543 -1.430 1.450 0.1 -0.8 0.0
C 2.818 -2.182 0.552 0.1 0.8 0.5
O 3.013 -3.519 0.711 -0.2 0.3 0.2
C 3.431 -4.089 -0.535 0.1 -0.5 -0.2
C 2.954 -3.123 -1.594 -0.1 0.0 -0.6
C 3.041 -1.789 -0.883 -0.3 -0.2 -0.4
H 4.521 -4.190 -0.525 0.0 0.0 0.0
H 2.986 -5.078 -0.653 0.1 0.1 0.3
H 3.539 -3.169 -2.514 0.0 -0.1 0.1
H 1.910 -3.336 -1.848 0.1 0.0 0.0
H 4.032 -1.339 -0.979 -0.1 0.1 0.1
H 2.270 -1.098 -1.225 0.3 0.2 0.2
O 2.625 1.341 -4.481 -0.5 -0.7 -0.3
C 2.107 0.602 -5.277 0.8 0.5 0.5
O 1.170 -0.329 -4.951 0.2 0.4 0.2
C 0.847 -1.106 -6.111 -0.3 -0.4 -0.2
C 1.238 -0.243 -7.288 -0.1 0.0 -0.6
C 2.421 0.532 -6.747 -0.4 0.0 -0.4
H 1.416 -2.040 -6.073 0.0 0.1 0.0
H -0.218 -1.341 -6.111 0.1 0.0 0.3
H 1.464 -0.819 -8.187 -0.1 0.0 0.1
H 0.424 0.449 -7.527 0.1 -0.1 0.0
H 3.360 -0.008 -6.886 0.0 0.1 0.1
H 2.482 1.529 -7.183 0.3 -0.1 0.2